52
Properties=species:S:1:pos:R:3:mulliken_charge:R:1 method="wB97M-V/def2-TZVPD" largest_force_ev_per_a=5.13 energy_ha=-2295.916199 homo_ev=-13.3 relative_energy_kcal_mol=0.0 total_charge=+2 gap_ev=7.56
C 1.35 0.28 3.11 -0.15
H -5.52 5.36 -2.20 0.49
H -1.02 -1.99 -2.08 0.30
N -1.49 -1.74 2.39 -0.35
C -2.32 4.11 1.87 -0.34
O -1.08 1.89 -0.32 -0.83
C -0.50 -1.08 3.20 0.33
H -5.43 -1.32 0.76 0.55
C -4.15 0.46 0.76 0.05
H -2.38 -1.80 2.89 0.30
La -0.71 0.04 0.29 1.65
C -3.23 1.03 -0.08 -0.79
C -4.61 4.88 -1.90 -0.56
C -0.51 -1.05 4.59 -0.74
H -4.44 -1.91 -1.59 0.55
C 1.41 0.36 4.49 -0.75
C 0.46 -0.31 5.24 -0.38
C -2.00 4.22 3.25 -0.91
H 1.09 -1.00 -2.86 0.41
S -3.06 0.10 -1.56 -0.14
H 1.27 -2.97 -0.53 0.36
C -2.97 3.35 -0.89 -0.83
C -2.38 2.29 0.01 3.06
C -2.38 4.35 -1.61 -0.61
H 0.85 -3.41 -2.20 0.40
H -1.52 2.80 4.85 0.55
H -4.47 0.91 1.68 0.73
H -1.21 -2.71 2.23 0.26
H -1.96 5.16 3.77 0.47
H -3.07 6.05 -2.81 0.46
C -2.33 2.83 1.43 -0.61
H 2.07 0.79 2.48 0.41
H -1.09 -3.02 -0.81 0.22
H -1.26 -1.59 5.15 0.47
S -1.97 1.71 2.72 0.20
H 2.19 0.94 4.96 0.46
N 1.66 -0.34 -0.94 -0.56
N 0.40 -0.42 2.47 -0.13
S -4.70 3.50 -0.89 -0.02
N -0.59 -2.20 -1.17 -0.57
H 0.46 -0.24 6.31 0.47
H -1.32 4.46 -1.72 0.49
C 0.81 -2.61 -1.45 -0.62
C -3.33 5.22 -2.19 -0.51
H 2.00 0.51 -1.39 0.30
C -1.76 3.02 3.83 -0.72
C 1.59 -1.40 -1.98 -0.68
C -4.69 -0.74 0.24 -0.89
H 2.39 -0.62 -0.28 0.26
C -4.19 -1.07 -0.97 -0.45
H -2.51 4.95 1.23 0.59
H 2.59 -1.73 -2.28 0.37

18
Properties=species:S:1:pos:R:3:mulliken_charge:R:1 method="wB97M-V/def2-TZVPD" largest_force_ev_per_a=1.54 energy_ha=-1047.250958 smiles=CSSCCN.O homo_ev=-7.8 relative_energy_kcal_mol=10.3 gap_ev=8.47
H -1.04 -1.10 -0.39 0.45
S 1.17 0.05 -0.57 -0.12
C -1.21 0.93 0.41 -0.47
O -5.00 3.27 1.29 -0.63
H -0.79 1.90 0.16 0.31
H -5.86 3.39 1.70 0.32
H 3.95 -1.14 -0.91 0.28
H -1.30 1.10 2.45 0.23
H -4.79 4.15 0.92 0.32
H -0.05 0.22 1.89 0.26
H -2.28 1.02 0.19 0.30
C -0.66 -0.11 -0.60 -0.73
C 3.36 -1.96 -0.48 -0.85
S 1.66 -1.90 -1.08 -0.03
H 3.71 -2.95 -0.71 0.31
N -1.05 0.40 1.75 -0.58
H -0.90 0.19 -1.63 0.33
H 3.40 -1.84 0.60 0.30

17
Properties=species:S:1:pos:R:3:mulliken_charge:R:1 method="wB97M-V/def2-TZVPD" largest_force_ev_per_a=2.08 energy_ha=-496.264354 smiles="CC(=O)COCC(=O)O" homo_ev=-9.7 relative_energy_kcal_mol=24.0 gap_ev=10.20
O 1.19 -1.82 1.09 -0.55
H -1.92 -0.87 0.57 0.26
H 1.01 1.07 0.58 0.24
H 1.16 -1.16 -1.96 0.34
C 1.51 -1.07 0.21 0.51
H 3.30 -0.84 0.81 0.35
H 0.11 2.34 -0.46 0.41
O 2.74 -0.58 0.06 -0.41
O 0.31 0.52 -1.26 -0.44
C -1.14 1.09 0.73 0.75
C 0.61 -0.84 -1.07 -0.38
H -2.18 0.12 -0.87 0.36
C -2.17 0.12 0.21 -1.13
H -3.13 0.40 0.61 0.36
C 0.12 1.30 -0.11 -0.38
H -0.29 -1.44 -0.92 0.27
O -1.23 1.67 1.79 -0.57

102
Properties=species:S:1:pos:R:3:mulliken_charge:R:1 method="wB97M-V/def2-TZVPD" largest_force_ev_per_a=17.93 energy_ha=-2081.370015 smiles="CCOC(C)=O.CCOC(C)=O.CCOC(C)=O.CC(C)=O.CC(C)=O.CC(C)=O.CC(C)=O.CC(C)=O.CC(C)=O" homo_ev=-9.4 relative_energy_kcal_mol=378.5 gap_ev=9.55
O 24.07 45.26 29.94 -0.52
H 24.72 44.09 32.42 0.35
O 22.14 49.16 20.21 -0.56
C 23.01 45.46 23.45 -1.08
C 20.66 47.15 26.88 -0.43
H 21.27 42.62 26.03 0.21
H 18.89 45.96 29.53 0.32
C 18.06 44.05 28.93 0.64
H 26.24 44.47 31.98 0.44
H 15.06 45.05 21.68 0.36
H 24.27 51.62 20.01 0.33
H 14.93 42.35 28.83 0.31
H 23.49 49.26 27.64 0.17
H 20.14 46.02 18.19 0.35
H 17.23 41.99 27.30 0.30
C 26.40 44.81 29.33 -1.47
C 22.18 42.53 28.74 -0.39
H 21.83 46.49 28.65 0.33
O 13.80 44.54 23.76 -0.62
H 23.03 42.37 29.54 0.07
H 27.30 44.32 29.63 0.39
H 20.96 47.66 22.59 0.01
C 20.33 48.25 23.29 -0.21
C 21.98 41.74 26.19 -1.01
H 23.28 51.04 27.13 0.35
H 16.78 48.00 19.90 0.22
C 22.30 51.47 21.35 -1.22
H 16.27 46.16 22.11 0.07
C 18.41 46.32 19.47 0.75
H 22.24 45.81 24.26 -0.01
H 22.61 49.70 26.32 0.28
O 25.59 48.95 22.89 -0.61
H 22.39 45.09 22.74 0.54
H 26.99 48.37 25.61 0.26
H 25.20 48.77 26.18 0.10
H 24.10 50.05 18.88 0.30
H 14.99 40.85 27.90 0.39
H 26.00 49.82 25.02 0.44
H 23.30 47.37 22.56 -0.31
C 16.75 42.09 28.19 -0.08
O 19.66 47.24 27.43 -0.36
O 16.88 43.48 28.58 -0.27
H 26.44 45.70 29.32 0.58
C 22.87 50.25 20.50 0.85
C 18.01 45.43 29.42 -0.81
H 21.74 45.26 27.10 -0.34
H 16.61 45.44 24.61 0.22
H 19.32 48.82 23.10 0.26
H 17.25 45.44 30.27 0.32
C 15.21 45.89 22.29 -0.70
H 14.61 46.80 22.04 0.28
C 25.44 43.93 31.64 -1.33
O 21.68 49.50 29.49 -0.57
H 23.19 51.96 21.99 0.30
H 15.85 46.83 24.84 0.58
H 21.24 41.90 28.77 0.33
C 22.91 42.14 27.44 0.65
C 21.85 46.40 27.41 0.45
C 25.35 48.27 23.98 0.66
H 21.82 52.17 20.66 0.36
C 19.84 47.82 24.67 -1.17
C 22.66 50.00 27.31 -0.89
O 24.18 42.17 27.24 -0.63
C 25.88 48.90 25.31 -0.91
H 15.12 45.58 25.80 0.26
O 24.72 47.09 24.09 -0.23
H 19.42 48.42 25.09 1.09
C 17.99 47.75 19.80 -0.85
H 20.37 51.71 27.32 0.37
C 20.24 50.79 27.94 -1.06
H 18.63 48.16 20.71 -0.03
C 19.91 46.09 19.24 -0.91
H 20.50 46.69 19.93 0.19
H 19.40 50.20 27.19 0.11
H 17.66 45.97 28.41 0.12
H 22.66 42.03 25.28 0.24
O 20.93 47.59 25.54 0.35
O 17.52 45.47 19.31 -0.59
H 21.86 40.75 26.06 0.49
H 24.71 49.87 20.44 0.22
C 14.85 45.43 23.66 0.52
O 19.09 43.43 28.98 -0.55
H 19.17 46.87 24.70 0.02
C 21.50 50.06 28.37 0.96
H 21.06 49.05 23.40 -0.01
C 24.13 50.51 19.87 -0.88
H 18.17 48.34 19.10 0.63
H 21.91 43.60 28.68 0.08
H 14.77 42.35 26.95 0.16
C 15.60 45.87 24.79 -0.98
H 23.49 44.41 23.93 0.21
H 22.73 47.05 26.96 -0.11
C 25.21 44.62 30.34 0.88
H 21.52 51.29 22.05 0.31
C 23.96 46.58 23.00 0.44
H 26.19 44.37 28.43 0.35
H 24.64 46.24 22.24 0.46
H 19.61 51.02 28.92 0.32
H 19.92 44.91 19.47 0.30
C 15.30 41.85 27.96 -1.07
H 17.15 41.51 29.14 0.22
H 25.49 42.88 31.56 0.31

114
Properties=species:S:1:pos:R:3:mulliken_charge:R:1 method="wB97M-V/def2-TZVPD" largest_force_ev_per_a=2.43 energy_ha=-4824.937437 homo_ev=-8.4 gap_ev=6.76
C -5.51 1.66 -1.49 -1.08
O 4.85 -6.25 -1.70 -0.64
C 2.62 -0.01 -4.44 1.43
O -0.62 -0.77 6.70 -0.61
C 2.19 1.31 -3.87 0.19
H -5.64 0.63 -1.19 0.44
O 2.20 -5.18 10.76 -0.62
C 2.94 2.41 -3.99 -0.95
H -1.13 -6.38 6.70 0.36
C -2.84 -1.61 6.97 0.93
C -0.87 -4.65 8.16 1.07
O 0.87 1.14 -12.26 -0.62
H -2.87 7.28 6.85 0.37
C -4.49 6.82 2.73 0.43
H 3.06 0.33 0.45 0.21
O 1.02 1.29 -3.24 -0.60
C 1.01 -0.64 -10.76 0.33
O -6.97 1.48 -3.32 -0.58
O 0.15 -1.28 -11.54 -0.58
C -6.14 2.18 -2.56 0.37
H -0.73 -1.64 4.20 0.62
O -1.77 -4.55 7.33 -0.59
O 3.92 -4.07 -0.56 -0.51
C 4.63 1.03 -5.28 -0.01
C -3.97 -2.65 5.12 0.41
H 5.28 -1.86 -1.10 0.54
H 1.27 -2.16 -9.30 0.45
O 8.30 -3.91 -3.84 -0.57
H -4.69 -3.44 3.60 0.36
C 0.99 -6.09 8.96 -0.95
O 0.75 -2.99 10.97 -0.59
C -2.30 -1.07 0.46 -0.78
H 2.63 3.37 -3.59 0.47
H -6.17 6.68 4.03 0.43
H -4.95 5.48 -2.48 0.46
O -4.79 6.96 6.26 -0.62
O -4.00 2.11 0.26 -0.63
H -1.92 -0.95 1.46 0.02
H -7.28 2.09 -4.01 0.36
O -5.17 6.67 1.60 -0.59
O -3.63 4.63 -0.34 -0.47
O 5.79 1.06 -5.93 -0.63
H 6.94 -6.12 -3.30 0.42
H 2.55 2.52 -10.76 0.44
O -6.55 3.99 -3.96 -0.62
C 3.89 -0.08 -5.16 -0.88
C 1.38 0.74 -11.23 1.07
C -0.03 -5.90 8.11 0.29
N 3.28 -0.52 -0.05 -0.51
O 2.19 -0.72 -0.95 0.00
O -2.19 7.33 6.15 -0.57
H 0.70 1.01 -0.09 0.22
S 1.15 -1.90 -0.40 0.49
H 0.70 0.36 -3.30 0.28
H 6.12 1.98 -5.86 0.38
H 3.31 -1.28 0.62 0.26
C -4.31 6.97 5.14 1.04
H -0.62 1.13 1.02 0.38
H -3.24 -0.54 0.40 0.39
O 1.89 -0.97 -4.27 -0.70
C 2.82 0.99 -9.31 0.32
H -0.92 -0.59 7.62 0.38
C -1.64 -1.39 6.11 0.62
H -4.87 -2.40 7.02 0.43
P -1.24 -0.32 -0.82 0.15
O 7.42 -1.74 -2.65 -0.65
C -5.07 4.45 -2.18 -0.97
C -0.38 1.08 -0.03 -0.90
O -2.51 6.97 1.49 -0.59
H 1.60 -6.98 8.94 0.43
C -4.00 -2.25 6.39 -1.00
H -0.67 2.00 -0.52 0.36
C 6.62 -5.19 -2.84 -1.01
H 1.52 -3.38 11.44 0.36
O -4.99 -3.25 4.51 -0.60
C -1.60 -1.79 4.83 -1.22
C 5.62 -2.79 -1.54 -1.02
C 1.29 -5.09 9.96 0.90
O 3.67 1.63 -8.52 -0.54
C -4.45 3.93 -1.12 0.25
C 4.21 2.35 -4.69 1.14
H 3.67 -5.02 -0.60 0.35
C 5.00 -3.95 -1.33 0.48
C -2.22 7.17 3.81 -1.09
C -0.59 -3.66 9.17 -1.06
H -3.32 4.01 0.34 0.31
C 5.46 -5.24 -1.96 0.96
C 1.52 -1.17 -9.65 -1.10
H -0.06 -0.67 -12.27 0.36
O -0.10 -1.48 -1.35 -0.31
C -4.62 2.50 -0.71 1.21
O 4.95 3.30 -4.84 -0.65
C 6.79 -2.75 -2.41 1.06
H 8.55 -2.96 -3.82 0.37
O -2.79 -1.23 8.13 -0.69
C 0.43 -3.85 10.02 0.41
O 0.79 -1.54 0.93 -0.46
C -5.10 6.81 3.92 -0.87
C -5.95 3.61 -2.98 0.99
H 4.18 -1.03 -5.58 0.50
H -4.52 6.70 0.87 0.32
C 7.24 -4.03 -3.05 0.25
C 2.47 -0.40 -8.85 1.06
O -0.37 -6.77 7.18 -0.58
O -2.79 -2.87 3.11 -0.67
H -1.16 7.31 3.71 0.43
H -2.46 -2.11 0.23 0.38
H 3.90 1.01 -7.80 0.29
C -3.00 6.99 2.60 0.96
C -2.83 7.17 5.00 0.37
C 2.30 1.52 -10.42 -0.96
H -1.21 -2.77 9.21 0.59
C -2.75 -2.46 4.26 1.02
O 2.99 -0.80 -7.83 -0.49